# 1
Entry from the OMol25 dataset: a molecular structure, C25H25NO2 at a distorted geometry (ωB97M-V/def2-TZVPD).

## Properties
Lowest unoccupied orbital energy (eV): 0.243
Orbital gap (eV): 8.05

Each line ends with the Löwdin charge.
Positions of all 53 atoms, in Å:
1 C -4.334 -1.163 1.131  -0.012
2 N -3.096 -0.593 1.655  -0.156
3 C -2.869 0.829 1.441  -0.027
4 C -2.274 -1.342 2.397  -0.090
5 C -0.914 -0.839 2.721  -0.187
6 C -0.696 0.298 3.517  -0.032
7 C 0.600 0.742 3.744  -0.034
8 C 1.700 0.048 3.226  -0.278
9 C 3.086 0.536 3.519  -0.060
10 C 1.476 -1.085 2.436  -0.030
11 C 0.183 -1.533 2.199  -0.016
12 H -4.908 -0.350 0.675  0.085
13 H -4.112 -1.935 0.376  0.104
14 H -4.928 -1.626 1.932  0.087
15 H -3.622 1.181 0.729  0.085
16 H -2.976 1.393 2.380  0.094
17 H -1.863 1.011 1.031  0.103
18 H -2.350 -2.398 2.184  0.123
19 H -1.542 0.820 3.971  0.114
20 H 0.762 1.650 4.334  0.118
21 H 3.830 -0.111 3.050  0.074
22 H 3.235 1.560 3.156  0.083
23 H 3.269 0.549 4.600  0.085
24 H 2.323 -1.617 1.996  0.113
25 H -0.011 -2.434 1.616  0.122
26 C -2.730 -8.216 1.667  -0.091
27 C -3.873 -7.421 1.820  -0.086
28 C -3.758 -6.122 2.330  -0.038
29 C -2.517 -5.619 2.774  -0.137
30 C -2.347 -4.274 3.443  -0.373
31 C -3.578 -3.544 3.690  -0.019
32 C -3.726 -2.304 4.311  -0.331
33 C -4.954 -2.015 5.083  -0.142
34 C -6.166 -2.692 4.828  -0.034
35 C -7.292 -2.443 5.614  -0.084
36 C -7.235 -1.480 6.630  -0.089
37 C -6.043 -0.774 6.857  -0.080
38 C -4.913 -1.030 6.084  -0.017
39 O -2.887 -1.341 4.192  0.008
40 O -1.212 -3.855 3.727  0.039
41 C -1.378 -6.424 2.591  -0.024
42 C -1.478 -7.701 2.039  -0.082
43 H -2.816 -9.222 1.253  0.100
44 H -4.859 -7.800 1.539  0.101
45 H -4.652 -5.499 2.393  0.099
46 H -4.451 -4.182 3.778  0.070
47 H -6.220 -3.416 4.012  0.105
48 H -8.210 -3.004 5.425  0.103
49 H -8.120 -1.278 7.235  0.100
50 H -5.991 -0.020 7.642  0.101
51 H -3.982 -0.489 6.254  0.117
52 H -0.409 -6.036 2.904  0.114
53 H -0.576 -8.297 1.904  0.100


# 2
Entry from the OMol25 dataset: a molecular structure, C25H26AgBN8S3 (ωB97M-V/def2-TZVPD).

## Properties
Lowest unoccupied orbital energy (eV): -0.522
Orbital gap (eV): 6.92

Each line ends with the Löwdin charge.
Positions of all 64 atoms, in Å:
1 Ag -0.429 -0.273 -0.828  0.535
2 S -1.521 0.192 6.435  1.052
3 C -3.196 0.110 6.784  -0.413
4 C -3.941 0.026 5.651  -0.184
5 C -3.148 0.036 4.478  -0.123
6 C -1.805 0.127 4.725  -0.473
7 C -0.705 0.154 3.765  -0.191
8 C -0.960 0.251 2.382  -0.056
9 N -0.032 0.266 1.458  0.073
10 C 1.263 0.185 1.829  -0.138
11 C 1.635 0.099 3.185  -0.130
12 C 3.021 0.020 3.533  -0.017
13 C 3.978 0.020 2.583  -0.017
14 C 3.638 0.100 1.194  -0.130
15 C 4.608 0.089 0.186  0.027
16 C 4.231 0.165 -1.141  -0.190
17 C 2.849 0.262 -1.400  -0.061
18 N 1.919 0.273 -0.480  0.078
19 C 2.285 0.187 0.814  -0.141
20 C 5.196 0.153 -2.238  -0.473
21 C 4.954 0.115 -3.584  -0.123
22 C 6.131 0.110 -4.372  -0.185
23 C 7.261 0.146 -3.620  -0.413
24 S 6.906 0.176 -1.944  1.051
25 C 0.621 0.087 4.148  0.028
26 H -3.535 0.118 7.807  0.066
27 H -5.019 -0.044 5.645  0.103
28 H -3.559 -0.037 3.482  0.098
29 H -1.979 0.330 2.019  0.107
30 H 3.279 -0.049 4.583  0.117
31 H 5.026 -0.042 2.850  0.117
32 H 5.655 0.018 0.456  0.102
33 H 2.495 0.350 -2.422  0.103
34 H 3.962 0.077 -4.009  0.103
35 H 6.131 0.079 -5.452  0.103
36 H 8.288 0.146 -3.950  0.065
37 H 0.884 0.015 5.197  0.103
38 N -0.341 0.327 -3.418  -0.001
39 N -0.250 1.643 -3.845  -0.104
40 C -0.293 2.688 -2.980  -0.922
41 N -0.110 3.898 -3.571  0.063
42 S -0.542 2.569 -1.346  0.597
43 H 0.396 -0.238 -3.813  0.085
44 H -1.241 -0.084 -3.628  0.080
45 H -0.183 1.834 -4.832  0.136
46 H -0.169 4.020 -4.568  0.095
47 H -0.270 4.698 -2.987  0.079
48 B -0.320 -5.018 -0.847  -0.469
49 C -0.418 -3.485 -1.135  -0.278
50 N -0.490 -2.355 -1.376  -0.012
51 H 0.265 -5.151 0.208  -0.012
52 H 0.306 -5.503 -1.765  -0.012
53 H -1.449 -5.455 -0.790  -0.013
54 C -6.155 -0.317 -1.913  -0.043
55 N -5.285 -0.029 -0.784  -0.211
56 C -5.862 0.666 0.355  -0.040
57 C -3.975 -0.020 -0.958  -0.270
58 N -2.829 -0.042 -1.113  0.138
59 H -7.016 -0.891 -1.568  0.089
60 H -5.613 -0.910 -2.646  0.095
61 H -6.511 0.602 -2.388  0.090
62 H -6.721 0.103 0.722  0.090
63 H -6.187 1.676 0.087  0.092
64 H -5.123 0.737 1.149  0.081


# 3
Entry from the OMol25 dataset: a molecular structure, C25H26AuN4S at a distorted geometry (ωB97M-V/def2-TZVPD).

## Properties
Charge: +1
⟨S²⟩: 2.01
Lowest unoccupied orbital energy (spin up / spin down) (eV): -3.004 / -4.691
2S+1: 3
Orbital gap (spin up / spin down) (eV): 7.02 / 5.21

Each line ends with the Löwdin spin population.
Positions of all 57 atoms, in Å:
1 Au -0.060 0.249 -0.348  0.767
2 C -0.677 2.750 1.327  0.005
3 N -1.400 1.492 1.057  0.159
4 C -2.688 1.759 0.399  0.014
5 C -1.567 0.661 2.238  0.019
6 C -2.103 1.257 3.370  0.001
7 C -2.362 0.539 4.520  0.016
8 C -2.076 -0.815 4.509  0.000
9 C -1.537 -1.420 3.391  0.017
10 C -1.233 -0.716 2.208  0.013
11 N -0.623 -1.224 1.069  0.250
12 C -0.212 -2.510 0.746  0.013
13 C -0.258 -3.648 1.578  0.017
14 C 0.242 -4.878 1.200  0.000
15 C 0.815 -5.061 -0.047  0.016
16 C 0.859 -3.976 -0.899  0.001
17 C 0.355 -2.737 -0.533  0.019
18 N 0.389 -1.678 -1.529  0.159
19 C -0.640 -1.874 -2.562  0.014
20 C 1.720 -1.497 -2.141  0.005
21 H -1.282 3.460 1.894  0.003
22 H -0.408 3.214 0.378  0.001
23 H 0.232 2.528 1.880  0.001
24 H -3.343 2.342 1.053  0.005
25 H -3.184 0.819 0.160  0.002
26 H -2.516 2.327 -0.517  0.001
27 H -2.346 2.312 3.346  0.000
28 H -2.793 1.020 5.386  0.001
29 H -2.271 -1.421 5.385  0.000
30 H -1.359 -2.470 3.480  0.001
31 H -0.682 -3.609 2.558  0.001
32 H 0.180 -5.701 1.899  0.000
33 H 1.199 -6.022 -0.356  0.001
34 H 1.279 -4.104 -1.888  0.000
35 H -0.448 -2.790 -3.129  0.005
36 H -0.627 -1.029 -3.251  0.001
37 H -1.621 -1.954 -2.096  0.002
38 H 1.977 -2.314 -2.819  0.003
39 H 2.469 -1.431 -1.355  0.001
40 H 1.724 -0.568 -2.711  0.001
41 S 3.843 2.592 -0.517  0.016
42 C 3.996 1.570 0.842  0.019
43 C 2.897 0.784 1.045  0.035
44 C 1.901 1.015 0.072  0.288
45 C 2.256 1.964 -0.845  0.023
46 C 1.402 2.372 -1.937  0.003
47 C 1.742 3.338 -2.886  -0.002
48 C 0.849 3.652 -3.889  -0.003
49 C -0.379 2.997 -3.936  0.001
50 C -0.656 2.053 -2.971  0.009
51 N 0.206 1.746 -1.998  0.069
52 H 4.901 1.602 1.430  0.003
53 H 2.814 0.074 1.857  0.002
54 H 2.706 3.824 -2.814  0.000
55 H 1.100 4.398 -4.630  0.000
56 H -1.103 3.217 -4.707  0.000
57 H -1.598 1.518 -2.967  0.002


# 4
Entry from the OMol25 dataset: a molecular structure, C25H26BN7NbO9P2S5 at a distorted geometry (ωB97M-V/def2-TZVPD).

## Properties
Charge: +1
Lowest unoccupied orbital energy (eV): -4.892
Orbital gap (eV): 5.90

Each line ends with the Löwdin charge.
Positions of all 76 atoms, in Å:
1 Nb 12.910 10.103 9.672  1.926
2 C 12.029 11.404 13.910  -0.002
3 C 11.895 11.412 12.491  -0.161
4 N 12.799 10.563 11.924  -0.107
5 N 13.523 9.964 12.999  0.011
6 C 13.075 10.455 14.128  -0.056
7 B 14.536 8.816 12.752  -0.496
8 N 15.498 9.524 11.748  -0.022
9 C 16.772 9.948 11.944  -0.038
10 C 17.230 10.514 10.762  -0.027
11 C 16.123 10.497 9.889  -0.111
12 N 15.102 9.849 10.488  -0.075
13 N 13.796 7.848 11.867  0.001
14 C 13.649 6.545 12.254  -0.023
15 C 12.602 5.983 11.522  -0.006
16 C 12.140 7.041 10.658  -0.092
17 N 12.839 8.171 10.864  -0.056
18 H 11.394 11.912 14.567  0.079
19 H 11.204 11.993 11.867  0.049
20 H 13.372 10.102 15.095  0.130
21 H 15.048 8.332 13.721  0.130
22 H 17.182 9.832 12.925  0.124
23 H 18.235 10.927 10.572  0.117
24 H 16.090 10.718 8.830  0.121
25 H 14.346 6.164 13.030  0.146
26 H 12.173 4.992 11.647  0.106
27 H 11.267 7.044 10.031  0.102
28 C 12.888 15.275 7.270  -0.045
29 C 12.614 13.953 7.995  -0.540
30 O 11.310 13.836 8.554  -0.134
31 P 13.804 13.580 9.393  0.578
32 O 15.242 13.771 8.773  -0.095
33 O 13.664 14.704 10.522  -0.054
34 O 13.606 12.209 10.008  -0.410
35 P 12.951 12.440 6.860  0.450
36 O 11.815 12.288 5.715  -0.105
37 O 12.722 11.125 7.679  -0.474
38 O 14.286 12.835 6.333  -0.276
39 H 12.597 16.129 7.885  0.100
40 H 12.380 15.320 6.317  0.088
41 H 13.937 15.395 7.012  0.084
42 H 10.664 14.124 7.888  -0.064
43 H 15.160 13.383 7.867  0.054
44 H 13.989 14.367 11.351  0.087
45 H 11.304 11.501 5.915  0.060
46 O 14.368 6.882 7.457  0.149
47 C 13.672 7.834 7.725  -0.506
48 O 14.042 8.948 8.387  -0.229
49 C 12.199 7.832 7.502  -0.164
50 C 11.601 7.057 6.467  0.060
51 C 10.209 7.120 6.292  0.042
52 C 9.451 7.930 7.160  -0.137
53 C 8.033 8.052 6.963  -0.020
54 C 7.261 8.801 7.829  0.009
55 C 7.902 9.684 8.927  -0.270
56 C 9.386 9.350 9.281  -0.502
57 C 10.112 8.655 8.182  -0.239
58 N 11.454 8.682 8.262  0.019
59 H 12.273 6.333 5.952  0.144
60 H 9.729 6.545 5.516  0.125
61 H 7.603 7.396 6.253  0.106
62 H 6.207 8.974 7.582  0.126
63 H 7.282 9.497 9.816  0.110
64 H 9.429 8.673 10.127  0.107
65 C 7.976 12.589 12.054  -0.411
66 S 6.658 11.672 11.253  0.879
67 C 7.175 12.047 9.607  -0.917
68 C 7.675 11.226 8.634  -0.615
69 S 10.433 10.730 9.835  0.734
70 S 8.112 11.967 7.143  0.983
71 C 8.180 13.590 7.746  -1.387
72 S 8.946 14.771 6.894  0.671
73 S 7.139 13.714 9.141  0.970
74 H 7.780 13.664 12.122  0.040
75 H 8.962 12.433 11.540  0.012
76 H 8.028 12.229 13.073  0.034


Computed values of E (unit: eV) for the preceding records, in sequence: -31914.26053; -75448.11268; -46826.28856; -130189.13998.